*i*
The following is a DFT calculation (ωB97M-V/def2-TZVPD) of a structure of composition C16H16BN2O6RhSi.

As for the molar mass: 474.12 g/mol. The HOMO-LUMO gap (spin up / spin down) is 7.274 / 7.273 eV. Its HOMO energy (spin up / spin down) is -8.5 / -8.5 eV. The LUMO energy (spin up / spin down) is -0.045 / -0.045 Eh.

Each line ends with the Mulliken charge.
Cartesian coordinates (Å):
Rh (1.88759, -0.44491, -0.48624)  0.46
O (3.90639, -3.75172, 3.81804)  -0.53
C (4.28005, -4.28977, 2.67296)  0.46
O (4.94267, -5.29317, 2.60399)  -0.59
C (3.84053, -3.60572, 1.41925)  0.55
C (4.14774, -4.06883, 0.15762)  -0.35
N (3.60507, -3.21690, -0.72683)  -0.29
N (2.94819, -2.22800, -0.11073)  -0.12
C (3.09079, -2.43983, 1.18946)  -0.38
C (2.45762, -1.42298, 2.09086)  1.02
O (2.49597, -1.56970, 3.30292)  -0.79
O (1.85919, -0.45716, 1.48341)  -0.70
H (3.36452, -2.92372, 3.69890)  0.45
H (4.70751, -4.93904, -0.13882)  0.52
H (3.59871, -3.28193, -1.73053)  0.15
C (-2.53816, 3.19202, -0.45058)  -0.93
Si (-0.77872, 3.81510, -0.49469)  -0.04
C (-0.31611, 4.69092, 1.08410)  -1.00
C (-0.47204, 4.89314, -1.98639)  -0.97
C (0.27718, 2.29874, -0.62986)  -1.23
C (0.91796, 1.26108, -0.58486)  1.16
H (-3.24384, 4.02123, -0.36579)  0.35
H (-2.69194, 2.52621, 0.40084)  0.26
H (-2.77671, 2.63415, -1.35832)  0.31
H (-0.93241, 5.58142, 1.22560)  0.32
H (0.72974, 5.00147, 1.06802)  0.33
H (-0.45884, 4.03548, 1.94444)  0.32
H (-1.09191, 5.79133, -1.94758)  0.31
H (-0.70747, 4.35822, -2.90785)  0.31
H (0.57217, 5.20636, -2.03507)  0.32
O (-0.70988, -0.54035, -1.85169)  -0.65
B (-0.12510, -0.21138, -0.61661)  1.33
O (-1.00590, -0.44551, 0.43928)  -0.63
C (-2.16259, -0.88077, -0.15795)  0.51
C (-3.35363, -1.22216, 0.43711)  -0.76
C (-4.38402, -1.63001, -0.41149)  -0.55
C (-4.20855, -1.68907, -1.78784)  -0.48
C (-2.99302, -1.34260, -2.38068)  -0.92
C (-1.98801, -0.94031, -1.53461)  0.80
H (-3.47733, -1.17272, 1.50995)  0.46
H (-5.33962, -1.90596, 0.01368)  0.38
H (-5.02977, -2.00970, -2.41463)  0.39
H (-2.84406, -1.38296, -3.45079)  0.45

=====

*ii*
The following is a DFT calculation (ωB97M-V/def2-TZVPD) of a structure of composition C16H16BN2O6RhSi.

As for the molar mass: 474.12 g/mol. The HOMO-LUMO gap is 7.447 eV. Its HOMO energy is -9.1 eV. The LUMO energy is -0.059 Eh.

Each line ends with the Mulliken charge.
Cartesian coordinates (Å):
Rh (-0.63307, -0.38791, -0.32444)  0.83
O (-1.61333, -4.26203, 3.78375)  -0.53
C (-1.10546, -3.15930, 4.30275)  0.41
O (-0.90879, -3.00954, 5.48019)  -0.58
C (-0.77243, -2.06106, 3.35018)  0.57
C (-0.21253, -0.85129, 3.73109)  -0.32
N (-0.03775, -0.11714, 2.62397)  -0.19
N (-0.47512, -0.78112, 1.54995)  -0.19
C (-0.90092, -1.97178, 1.96582)  -0.70
C (-1.34690, -2.90935, 0.88393)  1.32
O (-1.73976, -4.03137, 1.16650)  -0.75
O (-1.21466, -2.38274, -0.27868)  -0.70
H (-1.70018, -4.22130, 2.79593)  0.46
H (0.05988, -0.49861, 4.71035)  0.53
H (0.33694, 0.81397, 2.51924)  0.13
C (-3.57461, 4.07961, -2.62975)  -0.95
Si (-1.87733, 4.23725, -1.84851)  -0.05
C (-1.90935, 5.38558, -0.36460)  -0.96
C (-0.59593, 4.78589, -3.10223)  -0.95
C (-1.37318, 2.56956, -1.23134)  -0.83
C (-1.09308, 1.43849, -0.85991)  0.64
H (-3.92385, 5.04190, -3.00859)  0.31
H (-4.30117, 3.71652, -1.90201)  0.30
H (-3.55265, 3.37497, -3.46170)  0.30
H (-2.18836, 6.39860, -0.65874)  0.31
H (-0.92923, 5.42803, 0.11206)  0.31
H (-2.62803, 5.03691, 0.37800)  0.31
H (-0.82512, 5.77762, -3.49601)  0.31
H (-0.55465, 4.08856, -3.93974)  0.31
H (0.39493, 4.82068, -2.64759)  0.31
O (2.22732, 0.27426, 0.11538)  -0.40
B (1.19799, 0.02370, -0.80585)  0.68
O (1.67689, 0.02597, -2.10937)  -0.50
C (3.02305, 0.28590, -1.99536)  0.70
C (3.95987, 0.39959, -2.99592)  -0.87
C (5.26544, 0.67856, -2.59661)  -0.48
C (5.59827, 0.83009, -1.25603)  -0.55
C (4.64115, 0.70979, -0.25033)  -0.79
C (3.35458, 0.43665, -0.65525)  0.63
H (3.68964, 0.27747, -4.03490)  0.45
H (6.03615, 0.77884, -3.34827)  0.38
H (6.62276, 1.04593, -0.98572)  0.37
H (4.89074, 0.82275, 0.79504)  0.44

=====

Stability ranking, top and bottom: *i* is the most stable and *ii* is the least stable.

=====

*i*
The following is a DFT calculation (ωB97M-V/def2-TZVPD) of the molecule C8H21PSi2.

As for the molar mass: 204.40 g/mol. The HOMO-LUMO gap is 8.836 eV. Its HOMO energy is -8.0 eV. The LUMO energy is 0.029 Eh.

Each line ends with the Mulliken charge.
Cartesian coordinates (Å):
C (-0.57982, 3.95369, 1.14464)  -1.02
Si (-0.07205, 2.13292, 1.67117)  0.40
C (0.75392, 2.07561, 3.33812)  -1.17
C (-1.74311, 1.03797, 2.16021)  -1.09
C (0.90697, 1.35783, 0.21948)  -0.48
C (0.30326, 0.73908, -0.78843)  -0.14
P (1.27579, -0.07467, -2.03123)  -0.29
Si (0.27552, -2.15166, -1.88841)  0.55
C (1.44318, -3.45180, -1.12569)  -0.99
C (0.04317, -2.47075, -3.75244)  -1.15
C (-1.25002, -1.96989, -0.80231)  -0.69
H (0.29717, 4.60471, 1.28617)  0.32
H (-1.11259, 4.03140, 0.19171)  0.32
H (-1.34054, 4.30470, 1.92629)  0.27
H (1.84692, 1.93974, 3.19326)  0.33
H (0.53897, 2.95154, 3.91178)  0.34
H (0.49090, 1.24358, 3.94128)  0.37
H (-2.50435, 1.06163, 1.35155)  0.32
H (-1.48942, -0.11773, 2.23079)  0.23
H (-1.99403, 1.34798, 3.19752)  0.35
H (1.98217, 1.33882, 0.22487)  0.30
H (-0.77882, 0.67528, -1.05041)  0.45
H (2.47648, -0.30440, -1.27214)  -0.02
H (0.87469, -4.34189, -0.81491)  0.35
H (2.00069, -3.81164, -2.05451)  0.26
H (2.14811, -2.99174, -0.31201)  0.26
H (-0.82312, -3.09760, -3.90470)  0.38
H (-0.09614, -1.44109, -4.27279)  0.29
H (0.87483, -2.90796, -4.32610)  0.34
H (-2.05797, -1.32983, -1.32302)  0.28
H (-1.67243, -3.00314, -0.38854)  0.30
H (-1.01832, -1.33069, 0.11881)  0.05

=====

*ii*
The following is a DFT calculation (ωB97M-V/def2-TZVPD) of the molecule C8H21PSi2.

As for the molar mass: 204.40 g/mol. The HOMO-LUMO gap is 9.291 eV. Its HOMO energy is -9.1 eV. The LUMO energy is 0.006 Eh.

Each line ends with the Mulliken charge.
Cartesian coordinates (Å):
C (2.56605, -1.08340, -2.40691)  -0.58
P (1.09452, -1.50666, -1.64716)  0.10
C (0.39966, 0.17056, -0.75831)  -0.34
Si (1.25949, 0.72245, 0.89297)  0.67
C (0.74895, 2.45206, 1.65917)  -1.24
C (1.29691, -0.88554, 1.89541)  -1.24
C (3.17317, 0.81454, 0.56974)  -1.04
Si (-1.47312, -0.11913, -0.73242)  0.36
C (-2.45492, 1.02926, 0.33528)  -0.94
C (-1.92289, -1.84071, -0.41788)  -1.10
C (-1.91526, 0.37684, -2.57744)  -1.24
H (3.27165, -1.91981, -2.84079)  0.22
H (2.89895, -0.10614, -2.19137)  0.28
H (0.41431, 1.05053, -1.42618)  0.36
H (0.20976, 2.29239, 2.59328)  0.38
H (1.68341, 3.06981, 1.77510)  0.34
H (0.09450, 3.06973, 0.99550)  0.36
H (1.46147, -0.67207, 2.98179)  0.39
H (0.32776, -1.30619, 1.83511)  0.33
H (2.00354, -1.73132, 1.72612)  0.33
H (3.71230, 1.65125, 1.07676)  0.35
H (3.71866, -0.12418, 0.74823)  0.27
H (3.16738, 0.96024, -0.54647)  0.13
H (-3.08407, 0.77419, 1.18606)  0.38
H (-1.71286, 1.75679, 0.73592)  0.11
H (-3.08864, 1.64292, -0.38166)  0.27
H (-2.02563, -2.53590, -1.27826)  0.38
H (-1.27895, -2.46065, 0.25163)  0.36
H (-2.98832, -1.89020, 0.05728)  0.31
H (-1.58510, -0.34653, -3.23069)  0.42
H (-2.99040, 0.64282, -2.59557)  0.35
H (-1.31904, 1.34402, -2.76216)  0.27

=====

Stability ranking, top and bottom: *i* is the most stable and *ii* is the least stable.

=====

*i*
The following is a DFT calculation (ωB97M-V/def2-TZVPD) of a cluster of 3 separate species, C5H12O2 in total.

As for the molar mass: 104.15 g/mol. The HOMO-LUMO gap (spin up / spin down) is 7.984 / 5.864 eV. Its total charge is +1. As for the expectation value of S²: 0.81. Its HOMO energy (spin up / spin down) is -13.9 / -13.9 eV. The LUMO energy (spin up / spin down) is -0.217 / -0.295 Eh. Its multiplicity is 2.

Each line ends with the Mulliken charge.
Cartesian coordinates (Å):
C (-1.94430, 1.19262, -1.55592)  -1.21
C (-0.51030, 1.24031, -1.06752)  0.82
C (-0.18121, 1.75541, 0.14817)  -0.64
C (1.73322, 0.03751, -1.38984)  -0.57
C (0.50794, 0.50591, -1.79484)  -0.11
H (-2.32844, 0.19576, -1.78851)  0.33
H (-2.59612, 1.68586, -0.85170)  0.43
H (-1.93186, 1.71422, -2.51274)  0.38
H (-0.99976, 1.76266, 0.87170)  0.27
H (0.72468, 2.25724, 0.45279)  0.37
H (2.04896, -0.47921, -0.48329)  0.29
H (2.63194, 0.04553, -2.01554)  0.26
H (0.32786, 0.39683, -2.87129)  0.35
H (-1.89936, -1.90479, 0.08874)  0.34
H (-0.49130, -1.65600, -0.35498)  0.28
O (-1.29061, -2.08493, -0.64464)  -0.60
H (1.67230, -2.27484, 5.39878)  0.33
H (1.82358, -1.86881, 4.01837)  0.30
O (1.71968, -1.45070, 4.88533)  -0.63

=====

*ii*
The following is a DFT calculation (ωB97M-V/def2-TZVPD) of a cluster of 3 separate species, C5H12O2 in total.

As for the molar mass: 104.15 g/mol. The HOMO-LUMO gap (spin up / spin down) is 5.858 / 6.759 eV. Its total charge is +1. As for the expectation value of S²: 0.77. Its HOMO energy (spin up / spin down) is -13.2 / -13.2 eV. The LUMO energy (spin up / spin down) is -0.270 / -0.237 Eh. Its multiplicity is 2.

Each line ends with the Mulliken charge.
Cartesian coordinates (Å):
C (0.73684, -2.89939, 0.18847)  -0.61
C (-0.20523, -2.69080, 1.09915)  -0.02
C (-1.61298, -2.33614, 0.67300)  -0.47
C (-2.41868, -1.49883, 1.44080)  0.18
C (-2.45321, -0.02750, 1.44557)  -0.90
H (1.46813, -3.70504, 0.17483)  0.29
H (0.62603, -2.64244, -0.86344)  0.30
H (-0.09993, -2.94074, 2.14678)  0.37
H (-1.82033, -2.82293, -0.26937)  0.45
H (-3.03544, -1.93283, 2.22619)  0.40
H (-2.04242, 0.36486, 2.38451)  0.34
H (-1.86357, 0.37829, 0.62643)  0.33
H (-3.51231, 0.22802, 1.32871)  0.35
H (1.32228, 2.44963, -3.97508)  0.31
H (-0.10132, 2.72874, -4.15153)  0.31
O (0.69642, 2.60137, -4.68996)  -0.62
H (4.21205, 4.91774, 0.66073)  0.31
H (5.45349, 4.67006, -0.30122)  0.32
O (4.65018, 5.15793, -0.14456)  -0.64

=====

Stability ranking, top and bottom: *i* is the most stable and *ii* is the least stable.

=====

*i*
The following is a DFT calculation (ωB97M-V/def2-TZVPD) of a structure of composition C2H5NP2.

As for the molar mass: 105.02 g/mol. The HOMO-LUMO gap is 7.775 eV. Its HOMO energy is -8.2 eV. The LUMO energy is -0.015 Eh.

Each line ends with the Mulliken charge.
Cartesian coordinates (Å):
C (0.46333, 1.60548, -0.15144)  -0.45
C (0.26206, -1.45339, 0.03236)  -0.74
N (1.61510, 0.96733, 0.00079)  -0.18
P (1.99526, -0.53822, -0.06262)  0.19
P (-1.10444, -0.27011, -0.28697)  -0.02
H (0.28295, 2.28412, 0.71003)  0.24
H (0.30360, 2.13490, -1.09720)  0.24
H (0.45238, -2.36364, -0.67989)  0.32
H (0.06337, -1.93074, 0.94311)  0.38
H (-1.33994, -0.13284, 1.17896)  0.02

=====

*ii*
The following is a DFT calculation (ωB97M-V/def2-TZVPD) of a cluster of 2 separate species, C2H5NP2 in total.

As for the molar mass: 105.02 g/mol. The HOMO-LUMO gap (spin up / spin down) is 8.146 / 7.699 eV. Its HOMO energy (spin up / spin down) is -9.0 / -9.5 eV. The LUMO energy (spin up / spin down) is -0.030 / -0.065 Eh.

Each line ends with the Mulliken charge.
Cartesian coordinates (Å):
C (-1.59652, -1.30844, -0.03833)  0.36
C (1.69320, -0.47020, 0.54049)  -0.96
N (-2.08150, -2.19826, -0.59539)  -0.37
P (-1.28671, 1.27652, -0.94775)  -0.12
P (-1.11311, 0.09167, 0.88090)  -0.05
H (1.90120, 0.22979, 1.35493)  0.36
H (2.10658, -0.18756, -0.56378)  0.27
H (1.61563, -1.51011, 0.70909)  0.37
H (0.09538, 1.59010, -1.16339)  0.06
H (-1.33414, 2.48647, -0.17677)  0.07

=====

Stability ranking, top and bottom: *i* is the most stable and *ii* is the least stable.

=====

*i*
The following is a DFT calculation (ωB97M-V/def2-TZVPD) of a cluster of 3 separate species, C4H12IO4 in total.

As for the molar mass: 251.04 g/mol. The HOMO-LUMO gap is 7.190 eV. Its total charge is -1. Its HOMO energy is -4.2 eV. The LUMO energy is 0.109 Eh.

Each line ends with the Mulliken charge.
Cartesian coordinates (Å):
I (-0.06858, -1.42814, -3.79795)  -0.76
C (2.08537, -1.51128, 1.35043)  -0.37
C (1.87530, -1.70940, -0.11936)  -0.47
O (0.56151, -1.19679, -0.35640)  -0.28
O (2.48837, -0.18213, 1.67362)  -0.56
H (2.92747, -2.15176, 1.61265)  0.28
H (1.25712, -1.74458, 2.01950)  0.25
H (1.90950, -2.74571, -0.45550)  0.37
H (2.57582, -1.21177, -0.78998)  0.35
H (0.33701, -1.36508, -1.27448)  -0.02
H (1.95851, 0.45030, 1.18281)  0.32
C (-2.18395, 1.10083, -0.77712)  -0.42
C (-1.66563, 1.59986, 0.61745)  0.02
O (-1.98126, 2.91804, 0.86906)  -0.55
O (-1.41777, 1.45195, -1.97100)  -0.50
H (-3.26222, 1.25612, -0.81329)  0.32
H (-2.12459, 0.01684, -0.67944)  0.27
H (-0.58443, 1.54543, 0.74453)  -0.01
H (-2.11469, 1.07840, 1.46275)  0.30
H (-1.62378, 3.17686, 1.72160)  0.30
H (-0.94915, 0.65193, -2.21991)  0.17

=====

*ii*
The following is a DFT calculation (ωB97M-V/def2-TZVPD) of a cluster of 3 separate species, C4H12IO4 in total.

As for the molar mass: 251.04 g/mol. The HOMO-LUMO gap is 7.128 eV. Its total charge is -1. Its HOMO energy is -3.8 eV. The LUMO energy is 0.122 Eh.

Each line ends with the Mulliken charge.
Cartesian coordinates (Å):
I (-0.57193, 3.32122, -0.17815)  -0.81
C (-2.33297, -1.34285, 0.23493)  -0.49
C (-2.55787, 0.16649, 0.04646)  0.06
O (-3.94410, 0.40801, -0.38032)  -0.57
O (-1.19433, -1.54609, 1.01788)  -0.52
H (-2.17314, -1.86388, -0.72481)  0.28
H (-3.22659, -1.79391, 0.64968)  0.33
H (-1.85128, 0.68509, -0.65456)  0.04
H (-2.55976, 0.77998, 0.99084)  0.25
H (-4.12928, -0.19980, -1.08350)  0.27
H (-0.40667, -1.56013, 0.40517)  0.30
C (3.26472, 0.63204, -0.14811)  -0.38
C (2.30421, -0.64016, -0.04872)  -0.51
O (1.00119, -0.16951, -0.23022)  -0.39
O (2.74033, 1.64119, 0.66205)  -0.51
H (3.29377, 0.88009, -1.22608)  0.24
H (4.24418, 0.34901, 0.22942)  0.31
H (2.53754, -1.18382, 0.80831)  0.33
H (2.49747, -1.31316, -0.93722)  0.29
H (0.94335, 0.51521, 0.39243)  0.28
H (2.12116, 2.23499, 0.17453)  0.21

=====

Stability ranking, top and bottom: *i* is the most stable and *ii* is the least stable.